{"formula": "C23H34BrMnN8O2S2", "method": "ωB97M-V with the def2-TZVPD basis set", "homo_ev": [-10.46, -10.46], "lumo_ha": [-0.0805, -0.0802], "orbital_gap_ev": [8.27, 8.28], "total_charge": 1, "spin_multiplicity": 2, "elements": ["Mn", "C", "C", "N", "C", "C", "N", "C", "C", "C", "N", "C", "C", "N", "C", "H", "H", "H", "H", "H", "H", "H", "H", "H", "H", "H", "H", "H", "H", "H", "H", "H", "H", "H", "H", "H", "H", "H", "H", "N", "C", "N", "C", "C", "S", "C", "C", "S", "C", "N", "N", "H", "H", "H", "H", "H", "H", "Br", "C", "C", "C", "C", "C", "C", "C", "O", "O", "H", "H", "H", "H"], "positions_angstrom": [[-0.285577, 0.435042, 0.118410], [-0.819217, -2.442763, -2.512062], [0.622750, -2.590056, -2.007070], [0.965236, -1.674004, -0.917777], [2.025738, -2.184717, -0.058900], [2.455045, -1.143058, 0.988186], [1.332479, -0.449846, 1.634000], [0.867206, -1.049167, 2.895472], [0.041122, -2.327467, 2.745690], [-1.367493, -2.146432, 2.185823], [-1.388157, -1.698459, 0.798555], [-2.717000, -1.844202, 0.210187], [-2.975098, -0.883514, -0.972853], [-1.755190, -0.303944, -1.570007], [-1.299735, -1.014674, -2.773962], [-1.505599, -2.927632, -1.820241], [-0.879175, -2.989012, -3.455453], [1.320564, -2.464163, -2.848588], [0.732706, -3.616993, -1.648577], [1.271887, -0.800187, -1.341809], [2.925597, -2.478865, -0.626967], [1.658581, -3.092349, 0.422265], [3.055711, -0.381037, 0.483040], [3.090356, -1.636074, 1.736938], [1.648317, 0.495200, 1.868381], [0.261974, -0.297496, 3.408368], [1.737434, -1.283376, 3.527645], [-0.059791, -2.760792, 3.743768], [0.589014, -3.041503, 2.135242], [-1.915548, -1.417116, 2.786301], [-1.883787, -3.116222, 2.278936], [-0.737011, -2.274532, 0.269453], [-3.454002, -1.609844, 0.981053], [-2.885693, -2.887537, -0.092675], [-3.567663, -0.052045, -0.583248], [-3.565112, -1.404188, -1.737469], [-2.012738, 0.643995, -1.867925], [-0.499412, -0.429413, -3.237052], [-2.132545, -1.073758, -3.491141], [3.031157, -0.363241, -2.658004], [2.544062, 0.907508, -2.549585], [1.762292, 1.350720, -1.607967], [1.504548, 2.694100, -1.790804], [2.050664, 3.240117, -2.914564], [2.955469, 2.073452, -3.789186], [0.818764, 3.450697, -0.766997], [0.775629, 4.811237, -0.706553], [0.041324, 5.338522, 0.755264], [-0.148284, 3.658520, 1.206794], [0.272111, 2.799428, 0.313679], [-0.580298, 3.330395, 2.431674], [3.307887, -0.820494, -1.802788], [3.700062, -0.487439, -3.404734], [2.002639, 4.247507, -3.267544], [1.138655, 5.524267, -1.415198], [-1.093605, 4.034081, 2.939128], [-0.929526, 2.369223, 2.492060], [-7.125392, 1.407601, 5.073686], [-5.251110, 1.291446, 4.757281], [-4.379614, 1.227306, 5.834295], [-3.022167, 1.103933, 5.593598], [-2.545800, 1.074137, 4.297562], [-3.423163, 1.178852, 3.220902], [-4.787526, 1.278847, 3.453990], [-2.900502, 1.197335, 1.806163], [-3.637973, 1.416459, 0.854655], [-1.638884, 0.983403, 1.705600], [-4.757386, 1.268999, 6.843419], [-2.332203, 1.034214, 6.420831], [-1.485927, 0.976009, 4.114759], [-5.461365, 1.350854, 2.615217]], "forces_ev_per_angstrom": [[-1.260, -1.360, 1.798], [0.293, 0.252, 0.009], [-0.328, -0.110, -0.262], [0.145, 0.452, -0.033], [0.058, 0.254, 0.200], [-0.100, -0.197, -0.280], [-0.347, 1.328, -0.292], [-0.173, -0.283, 0.149], [-0.150, 0.470, -0.100], [0.108, -0.179, 0.330], [0.599, 0.419, -0.580], [-0.203, 0.057, -0.271], [-0.193, -0.039, 0.325], [0.104, 1.378, 0.316], [0.156, -0.238, -0.176], [-0.098, -0.092, 0.002], [-0.075, -0.056, 0.057], [-0.063, -0.025, 0.138], [0.128, 0.051, 0.028], [0.051, -0.200, 0.020], [-0.068, -0.078, 0.068], [0.056, -0.019, -0.039], [-0.006, 0.007, 0.096], [-0.015, 0.103, -0.113], [0.082, -0.343, -0.011], [0.066, -0.025, -0.043], [-0.097, 0.123, -0.068], [0.052, -0.050, -0.073], [0.052, -0.242, 0.040], [-0.021, -0.005, 0.010], [-0.015, 0.179, 0.000], [-0.080, 0.176, 0.049], [0.013, -0.059, 0.002], [-0.033, 0.112, 0.109], [0.171, -0.135, -0.198], [0.091, 0.086, 0.012], [-0.038, -0.428, 0.017], [-0.027, 0.017, -0.029], [0.154, 0.110, 0.101], [0.201, -0.372, -0.191], [0.180, 0.700, -0.702], [-0.057, -0.560, 0.186], [0.474, 0.402, -0.904], [-0.193, -0.415, 0.243], [-0.228, -0.293, 0.632], [-0.063, 1.114, 0.172], [-0.098, -0.551, -0.029], [-0.021, -0.639, -0.043], [0.155, 0.640, 0.183], [-0.138, -1.280, -0.239], [-0.240, -0.077, 0.306], [0.042, 0.054, -0.001], [-0.035, -0.115, 0.130], [-0.124, 0.289, -0.045], [0.151, 0.139, -0.197], [0.035, -0.087, 0.060], [-0.031, 0.143, 0.024], [0.280, 0.000, -0.031], [-0.235, 0.049, 0.050], [-0.163, -0.034, -0.039], [0.031, 0.035, 0.063], [-0.018, 0.003, -0.164], [0.174, -0.018, 0.072], [-0.008, 0.024, -0.017], [-0.425, 0.033, -0.463], [-0.269, 0.053, 0.143], [1.712, -0.637, -0.616], [-0.067, -0.034, 0.080], [0.026, 0.011, 0.107], [0.036, -0.011, -0.006], [-0.073, 0.024, -0.073]]}

=====

{"formula": "C23H34BrN5O2Se2Si2W", "method": "ωB97M-V with the def2-TZVPD basis set", "homo_ev": -6.98, "lumo_ha": -0.0602, "orbital_gap_ev": 5.35, "relative_energy_kcal_mol": 101.3, "spin_multiplicity": 1, "elements": ["W", "C", "C", "C", "C", "C", "Br", "N", "C", "H", "H", "H", "H", "H", "H", "C", "C", "C", "C", "C", "C", "N", "N", "Si", "C", "C", "C", "H", "H", "H", "H", "H", "H", "H", "H", "H", "H", "H", "H", "H", "H", "H", "O", "C", "C", "C", "C", "O", "N", "H", "H", "H", "H", "C", "Si", "C", "C", "Se", "H", "H", "H", "H", "H", "H", "H", "H", "H", "Se", "C", "N"], "positions_angstrom": [[0.358308, 0.016674, 0.384622], [-2.476205, 2.851713, -4.196730], [-1.594150, 3.073863, -2.990047], [-1.600356, 4.296330, -2.303555], [-0.774235, 4.452033, -1.193631], [0.017903, 3.408811, -0.768954], [-0.577359, 1.927389, 1.880229], [-0.059496, 2.186988, -1.368414], [-0.798893, 2.070659, -2.544279], [-2.846759, 3.798677, -4.585026], [-3.335327, 2.237125, -3.921241], [-1.935243, 2.336319, -4.990345], [-2.234502, 5.115325, -2.629583], [-0.744039, 5.406663, -0.682153], [-0.733655, 1.101627, -3.028894], [-2.679451, -0.874925, 2.956380], [-1.255363, -1.120310, 3.340209], [-0.909352, -1.500013, 4.619916], [0.435976, -1.661558, 4.950158], [1.402806, -1.405401, 4.012658], [0.994840, -0.992158, 2.736148], [-0.310899, -0.919387, 2.405746], [1.789432, -0.567383, 1.725253], [3.440443, -1.181150, 1.525233], [3.412300, -3.036141, 1.882656], [3.944028, -0.996639, -0.291320], [4.626065, -0.250794, 2.642350], [-3.338608, -1.093657, 3.794340], [-2.962401, -1.479042, 2.095050], [-2.798682, 0.172198, 2.671466], [-1.683271, -1.657917, 5.356736], [0.717241, -1.967687, 5.949489], [2.458940, -1.465784, 4.236087], [2.615908, -3.524675, 1.318904], [3.257929, -3.263400, 2.939156], [4.360580, -3.485477, 1.580777], [3.092270, -0.997896, -0.963122], [4.583101, -1.830624, -0.589705], [4.508268, -0.075454, -0.447587], [4.516848, -0.525757, 3.693986], [4.469470, 0.822853, 2.542085], [5.655275, -0.472955, 2.350186], [0.863407, 0.044547, -1.453130], [1.230988, 1.375426, -1.338898], [2.249881, 1.907293, -2.354619], [3.233601, 2.664980, -1.472405], [2.970648, 2.161247, -0.051078], [3.711131, 2.347944, 0.886936], [1.785288, 1.488400, -0.012166], [1.753023, 2.525921, -3.100466], [2.713604, 1.056960, -2.854384], [3.036471, 3.736700, -1.474159], [4.274605, 2.498182, -1.738115], [-3.397025, -3.254488, -0.581403], [-3.728079, -1.487285, -1.161719], [-3.583449, -1.327369, -3.034642], [-5.192226, -0.631346, -0.343016], [-1.826104, -0.333569, -0.334767], [-4.175547, -3.957421, -0.885621], [-3.303956, -3.288924, 0.504887], [-2.446790, -3.586800, -1.003842], [-4.368706, -1.887939, -3.545419], [-2.614733, -1.722360, -3.344280], [-3.638083, -0.282289, -3.343332], [-6.138486, -0.991402, -0.750668], [-5.129838, 0.446976, -0.493782], [-5.184992, -0.818007, 0.731289], [0.737231, -3.072021, -2.617107], [0.628377, -2.485650, -1.018094], [0.530069, -2.056798, 0.088755]], "forces_ev_per_angstrom": [[1.579, -0.267, 4.147], [0.109, -0.058, 0.159], [-0.412, -0.381, -0.644], [0.598, 0.473, 1.256], [-1.878, -0.005, -1.547], [2.191, -0.881, 1.509], [0.368, -0.464, -0.120], [-0.135, 2.780, -2.662], [0.270, -0.891, 0.954], [-0.001, -0.003, -0.041], [-0.052, 0.038, -0.079], [-0.037, 0.001, -0.023], [0.041, -0.059, -0.216], [0.082, -0.053, 0.052], [-0.110, 0.045, -0.103], [-0.028, 0.015, 0.049], [-0.325, 0.126, -0.363], [0.104, -0.083, 0.043], [-0.102, 0.014, -0.035], [0.260, 0.117, -0.172], [-0.377, -0.462, 0.785], [1.019, -0.037, 0.094], [-0.563, 0.343, -0.291], [0.739, -0.165, -0.623], [-0.089, 0.282, 0.186], [0.034, 0.124, 0.428], [-0.196, -0.209, -0.014], [-0.014, -0.028, -0.014], [-0.008, -0.036, 0.053], [0.001, -0.018, -0.019], [-0.029, -0.036, -0.037], [-0.001, 0.009, 0.005], [-0.067, 0.017, 0.085], [-0.020, 0.041, -0.048], [0.020, -0.033, -0.033], [0.038, 0.062, -0.006], [-0.162, -0.028, -0.133], [0.016, -0.017, 0.107], [-0.021, 0.030, 0.007], [-0.001, 0.001, -0.014], [-0.039, 0.004, -0.054], [-0.002, -0.037, -0.021], [0.275, -0.186, -0.706], [0.272, 1.423, -0.095], [-0.107, -0.098, 0.027], [-0.200, -0.077, 0.006], [0.353, 0.435, 0.742], [0.007, -0.108, -0.061], [-1.386, -1.250, -1.494], [0.058, -0.004, -0.016], [-0.012, -0.048, 0.048], [0.020, 0.006, 0.048], [0.032, 0.004, 0.075], [-0.206, 0.406, -0.153], [0.742, -0.551, 0.218], [-0.068, 0.131, 0.508], [0.443, -0.116, -0.215], [-2.755, 0.364, -0.916], [-0.037, 0.029, -0.018], [-0.041, 0.011, 0.009], [0.000, 0.023, -0.045], [-0.050, 0.000, 0.030], [0.008, -0.037, 0.041], [-0.036, -0.004, -0.010], [0.008, -0.026, -0.047], [-0.032, -0.001, -0.042], [0.030, -0.036, 0.001], [0.036, -0.468, -0.909], [-0.110, 0.003, 1.165], [-0.044, -0.096, -0.797]]}

=====

{"formula": "C23H34BrNOP", "method": "ωB97M-V with the def2-TZVPD basis set", "homo_ev": [-8.22, -8.23], "lumo_ha": [0.0209, 0.0005], "orbital_gap_ev": [8.79, 8.24], "spin_multiplicity": 2, "elements": ["C", "P", "C", "C", "Br", "C", "C", "C", "C", "N", "O", "C", "C", "C", "C", "H", "H", "H", "H", "H", "H", "H", "H", "H", "H", "H", "H", "H", "H", "H", "H", "H", "H", "H", "H", "H", "H", "C", "C", "C", "C", "C", "C", "H", "H", "H", "H", "H", "H", "C", "C", "C", "C", "C", "C", "H", "H", "H", "H", "H", "H"], "positions_angstrom": [[1.598290, 3.321880, 0.437019], [0.117425, 2.275541, -0.017208], [-1.222688, 3.393383, -0.699603], [0.702580, 1.062786, -1.354431], [0.554521, 1.787392, -3.197948], [2.192310, 0.702515, -1.051924], [2.689534, -0.649858, -1.651097], [3.903721, -0.297645, -2.587352], [3.279161, -1.513377, -0.501348], [1.708692, -1.331393, -2.509506], [2.126969, -2.498241, -2.870735], [0.367188, -1.491743, -1.902565], [0.200129, -2.721682, -0.972468], [-0.623204, -1.733017, -3.106514], [-0.158374, -0.229828, -1.148243], [2.440882, 2.715145, 0.790247], [1.329417, 3.998729, 1.267628], [1.897109, 3.968922, -0.410274], [-0.869778, 4.434742, -0.618445], [-1.554902, 3.115126, -1.708792], [-2.080203, 3.298190, -0.011896], [2.259717, 0.608127, 0.051240], [2.840022, 1.555026, -1.309468], [3.453069, 0.090679, -3.520593], [4.516430, 0.513493, -2.173035], [4.483027, -1.189583, -2.860928], [3.623944, -2.499031, -0.850585], [4.196146, -0.990586, -0.163847], [2.633138, -1.581581, 0.387847], [-0.843728, -2.686483, -0.601655], [0.273408, -3.680415, -1.508465], [0.837784, -2.721465, -0.078388], [-1.052843, -0.791131, -3.473586], [-1.407210, -2.441550, -2.784179], [-0.110918, -2.223586, -3.951013], [-1.166593, 0.007044, -1.529932], [-0.242798, -0.420370, -0.065419], [-0.779887, 5.232880, 3.399019], [-0.043539, 4.671931, 4.434736], [0.017809, 5.308702, 5.667842], [-0.665085, 6.502225, 5.867597], [-1.404325, 7.061160, 4.832573], [-1.458743, 6.428894, 3.596858], [-0.825049, 4.737264, 2.436352], [0.483192, 3.737903, 4.280394], [0.596784, 4.874737, 6.473405], [-0.621041, 6.996300, 6.830137], [-1.937750, 7.990522, 4.989063], [-2.030755, 6.867284, 2.788558], [-1.906214, -6.862745, 0.095634], [-3.124649, -6.548594, 0.684645], [-4.068752, -5.812872, -0.020544], [-3.797876, -5.398717, -1.319012], [-2.580842, -5.715685, -1.909443], [-1.632965, -6.444351, -1.200805], [-1.169281, -7.433561, 0.646795], [-3.338306, -6.876899, 1.694302], [-5.015876, -5.562860, 0.441054], [-4.535616, -4.829077, -1.870476], [-2.370536, -5.393792, -2.922229], [-0.682071, -6.686801, -1.658992]], "forces_ev_per_angstrom": [[-0.398, 0.818, -0.854], [-0.119, -0.672, 0.933], [0.433, 0.040, 0.531], [0.534, -0.339, 0.871], [0.054, -0.271, 0.251], [-1.038, 0.072, 0.257], [2.464, 1.339, -0.191], [-1.056, -0.001, -0.656], [0.326, 0.217, 0.070], [-0.156, -1.654, 2.418], [0.331, 0.601, -0.943], [-2.519, 0.112, -0.923], [-0.390, -0.019, 0.170], [0.402, -0.463, -0.059], [0.440, 0.750, -0.729], [-0.336, 0.063, -0.245], [-0.130, -0.372, -0.314], [0.189, -0.297, 0.382], [-0.198, -0.294, -0.465], [0.327, 0.269, 0.224], [0.349, -0.045, -0.305], [-0.131, 0.021, -0.428], [-0.216, -0.456, -0.140], [0.335, -0.072, 0.294], [-0.001, -0.516, 0.082], [-0.064, 0.319, 0.275], [-0.463, 0.289, 0.090], [-0.444, -0.125, -0.116], [0.064, -0.188, -0.431], [0.453, 0.075, -0.131], [0.311, 0.449, 0.114], [0.017, 0.012, -0.397], [0.076, -0.344, 0.136], [0.086, 0.573, -0.137], [-0.036, 0.192, 0.410], [0.251, -0.254, 0.402], [0.228, 0.156, -0.400], [0.004, 0.034, 0.029], [0.012, 0.021, -0.011], [-0.042, 0.032, -0.031], [0.006, -0.037, -0.051], [0.024, -0.028, -0.004], [0.026, -0.030, 0.029], [-0.021, -0.010, 0.022], [-0.013, 0.014, -0.003], [-0.017, -0.001, -0.009], [0.000, -0.005, -0.016], [0.014, -0.013, -0.005], [0.001, -0.008, 0.015], [-0.024, 0.035, -0.035], [0.009, 0.023, -0.030], [0.044, -0.013, -0.027], [0.036, -0.015, 0.036], [0.012, 0.006, 0.036], [-0.048, 0.017, 0.018], [-0.012, 0.008, -0.008], [0.006, 0.012, -0.014], [0.010, -0.013, -0.009], [0.012, -0.008, 0.005], [0.005, -0.005, 0.019], [-0.017, 0.001, -0.001]]}